No. 1
The following is a DFT calculation (the ωB97M-V functional and the def2-TZVPD basis) of a molecular structure, C27H51NO4S3.

Last column: Löwdin charge in e.
CARTESIAN COORDINATES (ANGSTROEM)
C1 1.198 -7.139 -2.630  -0.0648
C2 0.586 -6.362 -1.416  -0.2955
C3 0.465 -4.976 -1.587  -0.2578
C4 0.075 -4.337 -0.334  -0.0968
N1 -0.275 -2.886 -0.595  -0.1808
C5 -0.868 -2.298 0.678  -0.1322
C6 -1.655 -1.110 0.275  -0.1437
C7 -2.182 -1.353 -1.189  -0.0552
C8 -1.359 -2.652 -1.631  -0.0697
C9 0.990 -2.011 -0.991  0.0717
H1 0.528 -7.337 -3.428  0.0624
H2 1.628 -8.056 -2.143  0.0935
H3 2.044 -6.537 -2.859  0.0590
H4 1.278 -6.613 -0.628  0.1130
H5 -0.392 -6.885 -1.236  0.1419
H6 -0.349 -4.943 -2.271  0.1250
H7 1.312 -4.561 -2.034  0.1215
H8 0.985 -4.224 0.395  0.1919
H9 -0.712 -4.714 0.126  0.0867
H10 -0.169 -2.265 1.472  0.1214
H11 -1.504 -3.067 1.114  0.1331
H12 -0.925 -0.421 0.188  0.0199
H13 -2.440 -1.207 1.001  0.1254
H14 -1.890 -0.694 -1.921  0.0503
H15 -3.238 -1.096 -1.076  0.1232
H16 -1.087 -2.734 -2.691  0.1451
H17 -2.010 -3.372 -1.781  0.0668
H18 1.702 -2.240 -0.359  0.0502
H19 0.777 -0.783 -0.781  0.1316
H20 1.285 -1.918 -2.004  0.0802
O1 1.049 0.942 1.045  -0.4802
H21 0.024 0.991 1.446  0.0156
C10 2.524 2.984 -2.014  -0.2498
S1 0.782 3.421 -1.653  0.9850
O2 0.299 4.391 -2.708  -0.5177
C11 0.042 1.835 -1.935  -0.2681
H22 2.691 2.955 -3.181  0.0129
H23 2.698 2.262 -1.358  0.0464
H24 3.042 3.863 -1.677  0.1247
H25 0.341 1.335 -2.680  -0.1878
H26 -1.052 2.020 -2.367  0.1520
H27 0.150 0.937 -1.249  0.0790
C12 4.182 3.984 2.843  -0.3094
S2 2.456 4.277 2.622  0.8592
O3 2.558 4.982 1.295  -0.6040
C13 1.948 2.569 2.087  -0.2995
H28 4.550 4.980 2.901  0.0171
H29 4.589 3.623 1.814  0.0962
H30 4.515 3.544 3.735  0.0232
H31 1.006 2.603 1.819  -0.0297
H32 2.182 1.860 2.768  0.0287
H33 2.372 2.188 1.286  -0.0122
C14 -4.485 4.350 -0.754  -0.2685
S3 -2.849 4.290 -0.014  0.8422
O4 -2.820 5.064 1.308  -0.5604
C15 -2.674 2.560 0.391  -0.2679
H34 -5.147 3.559 -0.250  0.0738
H35 -4.278 4.259 -1.794  0.0244
H36 -5.063 5.287 -0.461  0.0836
H37 -3.481 2.145 0.900  0.0308
H38 -1.906 2.121 0.963  0.0364
H39 -2.853 2.010 -0.432  -0.0062
C16 -2.790 0.703 5.999  -0.0109
C17 -2.100 0.339 4.490  -0.0277
C18 -1.256 -0.667 4.354  -0.2123
C19 -0.836 -1.343 5.470  -0.1119
C20 -1.213 -1.005 6.905  -0.0323
C21 -2.257 0.026 7.102  -0.1442
H40 -3.562 1.589 6.161  0.1221
H41 -2.618 0.707 3.655  0.0508
H42 -0.851 -0.969 3.332  0.1055
H43 0.003 -2.129 5.210  0.1219
H44 -0.622 -1.775 7.446  0.0836
H45 -2.943 0.160 7.907  0.0709
C22 0.607 0.264 -3.016  -0.1342
C23 0.456 1.145 -4.333  -0.0375
C24 1.516 1.987 -4.757  -0.0384
C25 2.647 2.097 -3.966  -0.2113
C26 2.816 1.491 -2.736  -0.2050
C27 1.835 0.485 -2.394  -0.1497
H46 -0.079 -0.303 -2.754  0.0201
H47 -0.496 1.013 -4.724  0.0597
H48 1.589 2.465 -5.628  0.0719
H49 3.449 2.784 -4.348  0.1831
H50 3.696 1.542 -2.159  0.1462
H51 1.819 -0.002 -1.574  -0.0074

Properties
2S+1 = 1
Total charge = 0
Kohn-Sham gap = 0.2071 Eh
E = -2608.3772 Eh

---

No. 2
The following is a DFT calculation (the ωB97M-V functional and the def2-TZVPD basis) of a molecular structure, C19H22BrF6GdN7O5S3.

Last column: Löwdin charge in e.
CARTESIAN COORDINATES (ANGSTROEM)
Gd1 0.476 -0.237 -0.856  1.4322
N1 3.033 1.830 -4.446  0.0910
C1 2.597 1.290 -3.292  -0.8357
S1 0.962 1.674 -2.846  0.6508
N2 3.461 0.569 -2.625  0.0030
N3 2.960 -0.033 -1.509  -0.1304
C2 3.849 -0.540 -0.740  -0.0787
C3 3.470 -1.397 0.388  -0.2515
C4 4.448 -1.942 1.212  0.0003
C5 4.061 -2.829 2.203  -0.0349
C6 2.719 -3.144 2.338  -0.0329
C7 1.804 -2.539 1.488  -0.1270
N4 2.165 -1.677 0.539  0.0291
H1 2.448 2.446 -4.979  0.0890
H2 3.988 1.672 -4.720  0.1104
H3 4.904 -0.404 -0.964  0.1336
H4 5.488 -1.688 1.063  0.1218
H5 4.801 -3.279 2.850  0.1192
H6 2.375 -3.851 3.078  0.1151
H7 0.745 -2.750 1.559  0.1080
F1 -2.900 -0.869 -0.268  0.1049
C8 -3.192 -2.062 -0.808  -0.6521
F2 -3.984 -2.694 0.043  0.1626
F3 -3.829 -1.872 -1.949  0.1661
S2 -1.639 -3.106 -1.061  0.6634
O1 -0.597 -2.340 -0.354  -0.4497
O2 -1.994 -4.377 -0.549  -0.2119
N5 -1.337 -3.123 -2.622  -0.2636
S3 -0.571 -1.845 -3.124  0.6224
O3 -1.208 -0.609 -2.633  -0.4393
O4 0.854 -1.822 -2.834  -0.3480
C9 -0.813 -1.948 -4.959  -0.6931
F4 -2.092 -1.788 -5.231  0.1847
F5 -0.392 -3.118 -5.389  0.1885
F6 -0.105 -0.977 -5.504  0.1751
C10 -4.069 3.800 -1.064  -0.0306
C11 -2.655 3.563 -0.632  -0.2294
C12 -1.847 4.573 -0.122  0.0041
C13 -0.535 4.313 0.232  -0.0728
C14 -0.072 3.018 0.064  -0.7334
Br1 1.742 2.637 0.472  0.8516
N6 -0.820 2.032 -0.402  -0.0924
C15 -2.081 2.302 -0.749  -0.0721
H8 -4.420 4.779 -0.743  0.0837
H9 -4.739 3.047 -0.651  0.0881
H10 -4.152 3.755 -2.151  0.0944
H11 -2.244 5.574 -0.010  0.1275
H12 0.116 5.083 0.615  0.1109
H13 -2.649 1.468 -1.144  0.1199
C16 -2.263 -0.514 2.858  -0.0071
N7 -1.016 -0.168 3.532  -0.1143
C17 -1.001 -0.036 4.988  -0.0218
C18 0.050 0.070 2.770  -0.4715
C19 1.373 0.408 3.398  0.0307
O5 -0.050 0.011 1.528  -0.1633
H14 -2.972 -0.883 3.592  0.0948
H15 -2.078 -1.290 2.116  0.0787
H16 -2.686 0.352 2.346  0.1012
H17 -2.000 -0.240 5.358  0.0896
H18 -0.726 0.974 5.291  0.1001
H19 -0.317 -0.751 5.445  0.0974
H20 1.393 0.338 4.479  0.0758
H21 1.634 1.424 3.103  0.0578
H22 2.127 -0.258 2.979  0.0805

Properties
2S+1 = 8
Total charge = +1
Kohn-Sham gap (alpha / beta) = 0.2838 / 0.1986 Eh
E = -6630.0813 Eh

---

No. 3
The following is a DFT calculation (the ωB97M-V functional and the def2-TZVPD basis) of a single C11H13N2OP molecule.

Last column: Löwdin charge in e.
CARTESIAN COORDINATES (ANGSTROEM)
C1 -3.394 -0.554 -0.069  -0.3523
C2 1.420 -0.687 -1.308  -0.0419
C3 0.809 -0.248 1.003  -0.0584
C4 2.675 -0.163 -1.082  -0.0588
C5 2.086 0.135 1.233  -0.0539
C6 0.460 -0.732 -0.302  -0.2676
C7 2.966 0.252 0.167  -0.3848
C8 -0.999 -2.680 0.406  -0.0062
C9 -0.940 -1.279 -0.488  -0.2423
C10 -2.051 -0.199 -0.169  -0.3342
C11 -3.034 2.854 0.109  -0.1532
N1 -4.421 -1.110 0.014  0.1375
N2 4.137 0.942 0.439  0.0551
O1 -0.559 2.021 -0.812  -0.3377
P1 -1.882 1.502 -0.366  0.8818
H1 1.211 -0.820 -2.410  0.1352
H2 -0.102 -0.279 1.673  0.1352
H3 3.396 -0.096 -1.877  0.1106
H4 2.452 0.665 2.242  0.1553
H5 -0.017 -3.045 0.521  0.0535
H6 -1.442 -2.625 1.372  0.0581
H7 -1.140 -1.574 -1.479  0.1084
H8 -3.843 2.363 0.628  0.0404
H9 -2.359 3.617 0.555  0.0713
H10 -3.312 3.327 -0.836  0.0534
H11 4.845 0.772 -0.307  0.0955
H12 4.659 0.965 1.375  0.1248
H13 -1.623 -3.322 -0.232  0.0751

Properties
2S+1 = 1
Total charge = 0
Kohn-Sham gap = 0.2781 Eh
E = -952.9863 Eh

---

Which value of 2S+1 does entry 2 give? 8